# 1
Below is C29H50Br3N7 as an isolated structure in a non-equilibrium geometry, with properties calculated with the ωB97M-V functional and the def2-TZVPD basis.

Molecular weight ... 736.48 g/mol
E_HOMO ... -10.6 eV
Frontier orbital gap ... 10.12 eV
Total energy ... -251439.1183 eV
Max |F| ... 0.11576 Eh/bohr
Charge ... 0

Each line ends with the Mulliken charge.
Cartesian coordinates (Å):
C -1.42469 -4.93338 2.00803  -0.90
C -2.24333 -6.23484 2.24187  -0.55
C -1.15796 -7.48616 2.24398  -0.63
C -0.06770 -7.14615 3.20028  0.32
N 0.78683 -6.81710 3.86012  -0.43
H -0.67729 -4.74080 2.78195  0.43
H -2.02646 -4.00585 1.94748  0.24
H -0.85308 -4.94953 1.04931  0.17
H -2.81018 -6.52065 1.43766  0.33
H -2.80769 -6.28581 3.16699  0.35
H -0.78460 -7.50582 1.19767  0.27
H -1.72698 -8.39553 2.39533  0.39
C 1.77853 3.15179 -2.82402  -0.35
C 2.93316 3.78272 -2.10703  0.01
C 4.27140 3.09837 -2.32698  -0.48
C 5.41854 3.71186 -1.66018  0.16
N 6.32123 4.11952 -1.07019  -0.52
H 1.55445 2.19998 -2.35667  -0.35
H 1.91616 2.97365 -3.90014  0.44
H 0.90527 3.79477 -2.64225  0.22
H 2.75978 3.76009 -1.03487  0.02
H 2.99643 4.81534 -2.46790  0.36
H 4.37156 3.01388 -3.44510  0.37
H 4.34434 2.04069 -2.09726  0.27
C 4.60511 3.46449 3.24907  -0.77
C 5.80300 3.57201 2.36807  -0.29
C 6.37083 2.17626 2.05367  -0.64
C 5.57716 1.37155 1.12215  0.32
N 5.03684 0.85224 0.23755  -0.53
H 3.98879 2.66709 2.83660  -0.17
H 4.09233 4.40385 3.29497  0.42
H 4.92424 3.30179 4.33126  0.33
H 6.60621 4.13985 2.84681  0.35
H 5.55430 4.06576 1.42845  0.19
H 6.55221 1.65852 2.99067  0.37
H 7.37281 2.26669 1.59482  0.36
C 2.43586 -0.09686 3.11007  -0.61
C 1.36832 0.78338 3.76615  -0.66
C 0.52783 1.64913 2.87266  0.64
C 1.29345 2.60583 2.12399  0.25
N 1.93603 3.45115 1.57604  -0.60
H 3.04786 -0.56590 3.85804  0.35
H 3.08282 0.42790 2.42386  0.03
H 1.84326 -0.84812 2.52631  0.10
H 1.93251 1.53139 4.45273  0.25
H 0.68307 0.20774 4.41408  0.39
H -0.25745 2.18313 3.39659  0.33
H -0.07554 1.07331 2.11263  -0.42
C -2.64097 3.69492 -3.73410  -1.07
C -3.80006 3.09444 -3.06485  -0.11
C -4.05023 1.62726 -3.45595  -0.41
C -2.89965 0.77543 -3.08160  0.12
N -1.94697 0.15879 -2.95415  -0.30
H -2.47178 4.67506 -3.33957  0.36
H -2.77314 3.70691 -4.78930  0.38
H -1.78668 3.09008 -3.42472  0.11
H -4.73522 3.63730 -3.28148  0.37
H -3.69598 3.05057 -1.99343  -0.12
H -4.13531 1.52394 -4.56174  0.34
H -4.91239 1.25718 -2.95845  0.32
C -5.64832 -3.50535 -0.09672  -1.25
C -4.84211 -3.72372 -1.33905  -0.57
C -4.13450 -2.44527 -1.93704  0.48
C -4.96633 -1.30288 -1.88816  0.29
N -5.63520 -0.36320 -1.83535  -0.66
H -6.54169 -2.91814 -0.32754  0.42
H -5.16502 -2.88717 0.58825  0.31
H -5.92851 -4.43178 0.38776  0.34
H -5.54393 -4.03503 -2.07869  0.32
H -4.10748 -4.58415 -1.22082  0.32
H -3.72661 -2.64632 -2.94387  0.37
H -3.25609 -2.28158 -1.33148  -0.39
C 0.97620 0.07985 -0.82584  -0.49
C 0.23771 -1.23967 -0.63547  0.28
C 0.41032 -2.19429 -1.85674  -0.62
C -0.28373 -3.42711 -1.61824  0.16
N -0.88995 -4.38295 -1.44815  -0.53
H 0.78183 0.85026 -0.09542  -0.05
H 0.74062 0.45515 -1.83793  0.01
H 2.07885 -0.14816 -0.84581  0.27
H -0.80202 -1.20291 -0.51961  -0.47
H 0.58934 -1.75792 0.30658  0.42
H 1.41522 -2.46284 -1.92073  0.52
H 0.15830 -1.57699 -2.74630  0.36
C -2.85716 2.03103 0.71032  -0.45
Br -1.38000 2.87095 -0.09114  0.12
Br -3.40293 2.97991 2.30205  -0.03
Br -2.76967 0.07459 1.09315  0.04
H -3.73833 2.10055 0.10596  0.35

***

# 2
Below is a 8-piece molecular cluster, C29H50F12NO14P2 overall in a non-equilibrium geometry, with properties calculated with the ωB97M-V functional and the def2-TZVPD basis.

Molecular weight ... 926.64 g/mol
E_HOMO ... 1.5 eV
Frontier orbital gap ... 2.53 eV
Total energy ... -112231.9021 eV
Max |F| ... 0.15573 Eh/bohr
Charge ... -3

Each line ends with the Mulliken charge.
Cartesian coordinates (Å):
C 8.64199 4.11736 2.00340  -1.70
C 7.19008 4.56915 1.79124  1.14
C 7.22603 5.85316 0.81569  -1.15
C 7.42985 5.51068 -0.66380  -0.64
C 6.33087 4.60961 -1.18288  -1.11
C 6.32986 3.20224 -0.41276  1.27
N 6.30514 3.57266 1.10841  0.33
O 5.75196 2.51370 1.95827  -0.87
C 7.43847 2.30154 -0.83304  -1.59
C 4.96542 2.45539 -0.79938  -1.77
C 6.70552 5.12508 3.18724  -1.66
H 9.30982 4.90094 2.36131  0.36
H 9.01036 3.72527 1.05541  0.39
H 8.64538 3.23653 2.64544  0.36
H 8.03930 6.50927 1.12589  0.45
H 6.32453 6.44427 0.97686  0.38
H 8.38794 4.99113 -0.64828  0.25
H 7.55828 6.36232 -1.33187  0.33
H 6.36278 4.51072 -2.26791  0.51
H 5.33964 5.06207 -1.21214  0.41
H 7.36230 2.17345 -1.91281  0.40
H 7.52810 1.25111 -0.55617  0.32
H 8.42020 2.71322 -0.59890  0.28
H 4.92935 1.40445 -0.51242  0.35
H 4.71214 2.44086 -1.85946  0.36
H 4.04431 2.83496 -0.35715  0.42
H 6.96460 6.14739 3.46267  0.27
H 6.71051 4.51263 4.08890  0.41
H 5.62602 5.02145 3.07756  0.49
P -1.89481 0.23989 8.41187  1.16
F -1.35775 -0.56885 9.74760  -0.37
F -0.82973 -0.63159 7.50030  -0.35
F -3.12858 -0.76660 8.15570  -0.34
F -2.22055 1.06893 7.04444  -0.34
F -2.88434 1.18323 9.44371  -0.40
F -0.64430 1.32576 8.51303  -0.37
P -2.29937 -0.55139 1.12308  1.18
F -2.13095 -2.01262 0.47469  -0.37
F -3.83530 -1.06789 1.59494  -0.39
F -1.47682 -1.23608 2.35808  -0.34
F -2.58603 0.89337 1.87898  -0.36
F -0.81117 0.04917 0.68466  -0.37
F -2.86411 -0.01849 -0.31590  -0.36
C -6.94127 2.26619 4.62852  -0.45
C -8.07049 1.93809 3.62865  -0.50
C -9.22115 2.50903 4.54800  -0.44
O -8.77638 3.40866 5.52208  -0.39
C -7.38743 3.59658 5.17153  -0.50
H -6.01355 2.65074 4.20477  0.24
H -6.68867 1.51845 5.38030  0.26
H -8.10661 0.88607 3.34574  0.30
H -7.95608 2.41264 2.65407  0.22
H -9.46417 1.54976 5.00497  0.28
H -10.03521 2.95776 3.97873  0.32
H -6.74007 4.01005 5.94487  0.40
H -7.20241 4.36460 4.42052  0.26
C 5.40135 -6.64499 0.91621  -1.36
C 5.67895 -5.15539 0.75114  0.26
C 4.83899 -4.61903 -0.34302  -0.42
O 3.90266 -3.79160 0.30415  -0.29
C 4.18548 -3.73578 1.63235  0.68
O 3.41166 -3.22786 2.50305  -0.58
O 5.10130 -4.57121 1.89645  -0.34
H 5.78642 -7.12746 1.81455  0.34
H 6.03852 -7.03460 0.12226  0.38
H 4.36580 -6.93149 0.73278  0.32
H 6.68352 -4.73559 0.80306  0.43
H 4.28336 -5.44190 -0.79277  0.28
H 5.53537 -4.20284 -1.07098  0.29
C -2.26674 -6.87974 -1.60529  -1.31
C -1.69310 -6.70265 -3.04466  0.40
C -0.93935 -5.37037 -3.29790  -0.33
O 0.21929 -5.89567 -3.96080  -0.37
C 0.34219 -7.21108 -3.79482  0.74
O 1.34648 -7.85845 -4.07470  -0.64
O -0.71687 -7.69472 -3.29308  -0.33
H -2.81677 -7.81879 -1.54399  0.33
H -2.92161 -6.02757 -1.42345  0.38
H -1.45983 -6.92764 -0.87405  0.37
H -2.50970 -6.73369 -3.76598  0.25
H -0.52578 -4.83017 -2.44630  0.26
H -1.41372 -4.63118 -3.94341  0.24
C -7.75224 -2.10544 -3.54019  -1.57
C -6.87107 -3.15040 -2.85675  0.66
C -7.49396 -3.46499 -1.52917  -0.53
O -7.65392 -4.85354 -1.57788  -0.32
C -7.11365 -5.31185 -2.62135  0.72
O -6.85284 -6.47648 -2.81417  -0.62
O -6.85195 -4.37612 -3.51813  -0.37
H -7.71489 -1.17740 -2.96972  0.41
H -8.82845 -2.26648 -3.60277  0.39
H -7.55505 -1.92684 -4.59723  0.35
H -5.83194 -2.84451 -2.73540  0.29
H -8.39306 -2.92031 -1.24100  0.28
H -6.86544 -3.20673 -0.67688  0.30
C -0.36459 3.48752 -6.95652  -1.40
C -1.84897 3.21473 -6.42563  0.33
C -1.89993 2.90687 -4.90855  -0.44
O -2.84676 3.64802 -4.38499  -0.24
C -3.29038 4.55153 -5.37568  0.58
O -4.09805 5.47437 -5.24486  -0.55
O -2.54502 4.41140 -6.55462  -0.31
H 0.16228 4.29984 -6.45587  0.36
H -0.31885 3.68984 -8.02660  0.33
H 0.27830 2.65124 -6.68189  0.40
H -2.42589 2.48427 -6.99281  0.30
H -0.89865 3.19243 -4.58609  0.32
H -2.00637 1.82238 -4.88333  0.32

***

# 3
Below is C29H50N9O4PReSe as an isolated structure in a non-equilibrium geometry, with properties calculated with the ωB97M-V functional and the def2-TZVPD basis.

Molecular weight ... 884.92 g/mol
E_HOMO (spin up / spin down) ... -12.9 / -13.4 eV
Expectation value of S² ... 3.852
Frontier orbital gap (spin up / spin down) ... 6.19 / 4.87 eV
Total energy ... -129235.2777 eV
Max |F| ... 0.09607 Eh/bohr
Charge ... +2
Spin multiplicity ... 4

Each line ends with the Mulliken spin population.
Cartesian coordinates (Å):
Re -8.51188 -16.36606 7.48720  0.59
N -10.02679 -17.03321 6.07484  0.06
C -9.47483 -17.95818 5.06953  0.00
C -10.34740 -19.12874 4.56681  0.00
C -11.04122 -19.99625 5.67251  0.00
C -10.64269 -21.47977 5.61576  0.00
N -9.26767 -21.59277 6.13974  0.00
C -8.74231 -22.72648 6.65063  0.00
N -9.46963 -23.85575 6.78302  0.00
N -7.48436 -22.70472 7.15651  0.00
C -8.07947 -18.50371 5.55681  0.01
O -7.64276 -19.61713 5.25992  0.00
O -7.40917 -17.63509 6.26157  0.03
H -10.82121 -17.51000 6.63721  0.01
H -10.60647 -16.33798 5.58922  0.00
H -9.24173 -17.32966 4.19124  0.00
H -9.70071 -19.69204 3.88325  0.00
H -11.23205 -18.67431 4.00001  0.00
H -12.16409 -20.04187 5.51895  0.00
H -10.88164 -19.53322 6.68192  0.00
H -10.67242 -21.85267 4.55380  0.00
H -11.32721 -22.06417 6.26677  0.00
H -8.61871 -20.87783 5.80892  0.00
H -10.40749 -23.86157 6.39119  0.00
H -9.02301 -24.75562 6.91967  0.00
H -7.08830 -21.81252 7.42488  0.00
H -7.21116 -23.54718 7.67461  0.00
C -11.37175 -19.03623 10.97437  0.00
N -10.07546 -19.13653 10.31413  0.00
C -8.99018 -19.68872 10.89140  -0.01
C -7.89173 -19.94976 10.18423  0.01
C -7.75943 -19.43102 8.83542  -0.02
O -6.97309 -19.88798 7.99598  0.01
N -8.69449 -18.43736 8.50272  0.00
C -9.92376 -18.53704 9.05932  0.01
O -10.91841 -18.04891 8.49618  0.01
H -11.35533 -18.45336 11.89565  0.00
H -11.70043 -20.03556 11.25789  0.00
H -12.10617 -18.53961 10.28903  0.00
H -9.05965 -19.83867 11.97131  0.00
H -7.12982 -20.62611 10.54340  0.00
C -7.52805 -11.94138 7.16408  0.03
C -6.37398 -12.62639 6.30794  0.02
C -5.59770 -11.55143 5.48839  0.00
C -5.38629 -13.30502 7.29800  -0.05
P -7.27135 -13.91062 5.33508  0.06
N -7.92085 -14.97351 6.36776  0.64
C -6.11831 -14.78152 4.08509  0.01
C -6.75244 -15.92724 3.22133  0.02
C -5.55625 -13.74370 3.08402  0.00
C -4.93080 -15.43002 4.88904  0.01
C -8.68082 -13.01517 4.39180  0.06
C -8.41887 -11.56097 3.78661  0.00
C -9.15506 -13.91196 3.14586  0.01
C -10.00744 -12.97653 5.23849  0.00
H -7.08410 -11.39546 8.03359  0.00
H -8.13928 -12.79941 7.54958  -0.02
H -8.09716 -11.24566 6.49425  0.00
H -5.28812 -10.73896 6.16345  0.00
H -6.19358 -11.05223 4.67553  0.00
H -4.71017 -11.95141 5.00009  0.00
H -5.26901 -12.79227 8.26157  0.00
H -4.42310 -13.34798 6.87952  0.00
H -5.71734 -14.30940 7.58625  0.05
H -7.35349 -15.61007 2.36621  0.00
H -7.19743 -16.70083 3.84038  -0.02
H -5.96179 -16.41621 2.64976  0.00
H -6.35854 -13.28746 2.42824  0.00
H -4.89313 -14.25332 2.41819  0.00
H -4.87423 -12.96195 3.51185  0.00
H -5.26100 -16.23329 5.54868  0.00
H -4.38685 -14.71251 5.46161  0.00
H -4.14685 -15.80270 4.17793  0.00
H -7.65571 -11.55918 3.01735  0.00
H -8.02901 -10.92126 4.53456  0.00
H -9.29525 -11.11647 3.28652  0.00
H -8.43707 -13.92776 2.38760  0.00
H -10.06796 -13.51788 2.65396  0.00
H -9.44201 -14.93713 3.46823  -0.01
H -10.31629 -11.98780 5.55284  0.00
H -9.96668 -13.74025 6.09052  0.00
H -10.85758 -13.39299 4.59042  0.00
Se -6.54931 -16.27719 8.73467  0.77
N -9.70525 -15.49748 8.40700  -0.18
C -9.61829 -14.58922 9.37347  0.19
C -10.75633 -13.87713 9.80803  -0.11
C -10.59120 -12.93757 10.80390  0.23
C -9.33189 -12.71468 11.44410  -0.06
C -8.20187 -13.19864 10.87863  0.10
C -8.23137 -14.21627 9.90984  0.09
N -7.00587 -14.70473 9.64081  0.43
H -11.72439 -14.10257 9.34055  0.00
H -11.42305 -12.34068 11.24319  0.01
H -9.28898 -12.03048 12.26054  0.00
H -7.18615 -12.83294 11.12437  0.00

***

Q: Which formula does entry 1 have?
A: C29H50Br3N7

***

Q: Number 1 is which compound?
A: C29H50Br3N7

***

Q: Among the records above, which one has the lowest total energy?
A: C29H50Br3N7

***

Q: Which of these has the lowest molecular weight?
A: C29H50Br3N7